Entry from the Open Molecules 2025 dataset: C28H28ClN7Ti as an isolated structure (ωB97M-V/def2-TZVPD).

Summary:
E_tot, a.u.: -2776.6360
HOMO level (alpha / beta), eV: -11.044 / -11.079
Frontier orbital gap (alpha / beta), eV: 6.562 / 6.639
Net charge: +1
Relative energy (zero: lowest compared OMol25 entry of this formula, charge and spin), eV: 0.0000
2S+1: 2

Positions of all 65 atoms, in Å:
Ti 0.2987 0.1985 0.1652
C -2.6167 6.0728 -2.6754
C -3.5100 5.0747 -1.9216
C -4.1988 5.8024 -0.7669
C -4.5844 4.5212 -2.8706
C -2.6446 3.9228 -1.4393
C -1.9554 3.1255 -2.3559
C -1.1631 2.0932 -1.9096
N -1.0183 1.8004 -0.6121
C -1.6660 2.5543 0.2891
C -2.4752 3.6119 -0.0944
C -1.4073 2.1963 1.6998
C -2.0764 2.7736 2.7644
C -1.7592 2.4341 4.0767
C -0.7450 1.4881 4.2496
C -0.1384 0.9242 3.1536
N -0.4595 1.2551 1.8902
C -2.4649 3.0334 5.2797
C -3.1702 1.8988 6.0412
C -3.5031 4.0809 4.8775
C -1.4168 3.6938 6.1895
H -3.2221 6.9091 -3.0249
H -2.1434 5.6185 -3.5460
H -1.8337 6.4672 -2.0261
H -4.8133 6.6076 -1.1679
H -3.4774 6.2540 -0.0830
H -4.8576 5.1381 -0.2036
H -5.2156 5.3380 -3.2203
H -5.2202 3.7943 -2.3625
H -4.1473 4.0434 -3.7473
H -2.0228 3.3121 -3.4179
H -0.5970 1.4849 -2.6037
H -2.9667 4.2084 0.6575
H -2.8511 3.4986 2.5733
H -0.4311 1.1764 5.2352
H 0.6318 0.1742 3.2667
H -3.9216 1.4124 5.4172
H -3.6713 2.3103 6.9173
H -2.4659 1.1412 6.3850
H -4.2994 3.6516 4.2661
H -3.0492 4.9153 4.3389
H -3.9674 4.4867 5.7755
H -0.6928 2.9732 6.5691
H -1.9175 4.1425 7.0473
H -0.8755 4.4805 5.6620
N 1.0829 -1.2677 1.3339
C 1.1937 -2.3610 1.7436
C 1.1087 -3.6523 2.1541
C 1.9308 -4.1771 3.1855
N 2.5880 -4.6016 4.0282
C 0.0463 -4.3683 1.5375
N -0.8660 -4.8202 0.9964
N -4.8591 -5.0032 -1.4739
C -4.0554 -4.2200 -1.2352
C -3.0733 -3.2204 -0.9375
C -2.3899 -2.5757 -1.9661
C -1.4657 -1.6080 -1.6425
N -1.1873 -1.2738 -0.3736
C -1.8384 -1.9098 0.6143
C -2.7920 -2.8749 0.3804
H -2.5777 -2.8315 -2.9986
H -0.9125 -1.0866 -2.4139
H -1.5625 -1.6389 1.6256
H -3.2864 -3.3715 1.2017
Cl 1.9521 0.6903 -1.2390

These are the Löwdin partial charges, in e, on atoms 1 to 4:
1. Ti 0.7268
2. C -0.0284
3. C -0.5558
4. C -0.0563